(1)
One molecule with the formula C4H7NO in a non-equilibrium geometry. Source: OMol25; level of theory: ωB97M-V/def2-TZVPD.

Structure (ORCA input):
```
! wB97M-V def2-TZVPD RIJCOSX def2/J DEFGRID3
* xyz 0 1
C 0.7145 -0.2001 -0.1571
C 0.1961 1.1441 0.2703
C -0.7276 1.3782 1.5490
C 0.4027 -1.7621 -1.0088
N 1.5193 0.4779 0.5322
O 0.2037 -1.4529 -2.3279
H 0.0778 1.8411 -0.5289
H -1.7339 0.9311 1.5432
H -0.8029 2.4287 1.6892
H -0.1294 0.9347 2.4293
H -0.4440 -2.1663 -0.4690
H 1.4020 -2.3662 -1.0256
H -0.6783 -1.1881 -2.4959
*
```

HOMO energy: -9.1 eV
SMILES: C[C@H]1N=C1CO
HOMO-LUMO gap: 9.751 eV

---

(2)
One molecule with the formula C4H7NO. Source: OMol25; level of theory: ωB97M-V/def2-TZVPD.

Structure (ORCA input):
```
! wB97M-V def2-TZVPD RIJCOSX def2/J DEFGRID3
* xyz 0 1
C 1.3304 -0.5415 -0.6535
C 0.9721 0.6900 0.1346
C -0.0424 0.7894 1.0043
N -0.9444 -0.2387 1.3534
C -1.8216 -0.5991 0.5123
O -2.0392 -0.1175 -0.7256
H 1.9200 -1.2442 -0.0525
H 1.9210 -0.2834 -1.5364
H 0.4486 -1.0868 -1.0010
H 1.6145 1.5614 0.0121
H -0.1958 1.7141 1.5617
H -1.3800 0.5793 -0.8976
H -2.5303 -1.3922 0.7403
*
```

HOMO energy: -9.0 eV
SMILES: C/C=C\N=C/O
HOMO-LUMO gap: 9.907 eV

---

(3)
One molecule with the formula C4H7NO. Source: OMol25; level of theory: ωB97M-V/def2-TZVPD.

Structure (ORCA input):
```
! wB97M-V def2-TZVPD RIJCOSX def2/J DEFGRID3
* xyz 0 1
O -1.5258 0.9045 0.9121
C -1.3153 -0.1732 0.0639
C -0.5724 -0.0367 -1.2289
C 1.7748 0.9116 0.2079
N 1.1993 -0.2082 0.5722
C 0.0523 -0.7965 -0.0948
H -0.7399 1.4683 0.8761
H -2.1622 -0.8531 0.1054
H -0.1074 0.9263 -1.4274
H -0.8887 -0.5950 -2.1045
H 2.6318 1.0412 0.8996
H 1.5081 -0.7636 1.3702
H 0.1318 -1.8783 -0.1557
*
```

HOMO energy: -8.7 eV
HOMO-LUMO gap: 9.512 eV

---

(4)
C4H7NO as an isolated structure. Source: OMol25; level of theory: ωB97M-V/def2-TZVPD.

Structure (ORCA input):
```
! wB97M-V def2-TZVPD RIJCOSX def2/J DEFGRID3
* xyz 0 1
O 1.9245 0.1289 1.4240
C 0.7067 -0.4851 1.0546
C -0.4721 0.4820 0.7491
N -0.4549 -0.0304 -0.6408
C -1.2236 0.3290 -1.6379
C 0.5331 -0.9045 -0.3659
H 2.2546 0.5688 0.6276
H 0.5008 -1.2096 1.8499
H -0.2377 1.5481 0.8066
H -1.4255 0.2619 1.2374
H -1.8812 1.1750 -1.4985
H -1.1226 -0.1763 -2.5889
H 0.8978 -1.6878 -1.0172
*
```

HOMO energy: -7.1 eV
HOMO-LUMO gap: 8.065 eV

---

(5)
An isolated ion of composition C4H7NO2 and charge -1 in a non-equilibrium geometry. Source: OMol25; level of theory: ωB97M-V/def2-TZVPD.

Structure (ORCA input):
```
! wB97M-V def2-TZVPD RIJCOSX def2/J DEFGRID3
* xyz -1 2
O 2.9206 0.3208 0.3092
C 1.7420 0.0847 0.6664
N 1.0354 -0.5693 -0.2657
C -0.1960 -1.1256 0.1425
C -1.3038 -0.5543 -0.7338
C -1.9897 0.4752 0.0286
O -2.1061 1.6941 -0.2111
H 1.1864 0.4628 1.6089
H 1.6736 -1.0012 -0.9585
H -0.1285 -2.2099 0.0627
H -0.5116 -0.9697 1.3044
H -1.1971 -0.4574 -1.8322
H -1.9814 -1.4611 -0.7338
H -2.3210 0.2222 1.0005
*
```

HOMO energy (spin up / spin down): 0.7 / -4.5 eV
HOMO-LUMO gap (spin up / spin down): 3.387 / 8.501 eV

---

(6)
One molecule with the formula C4H7NO2. Source: OMol25; level of theory: ωB97M-V/def2-TZVPD.

Structure (ORCA input):
```
! wB97M-V def2-TZVPD RIJCOSX def2/J DEFGRID3
* xyz 0 1
N 1.7324 0.7238 0.9407
C 0.7672 -0.2671 0.8504
O -0.4825 0.3025 0.6774
C 0.9420 -1.5845 0.9696
C -1.0763 -0.0343 -0.5277
C -1.8155 1.0101 -1.2169
O -0.5291 0.5685 -1.6679
H 1.5587 1.4909 0.3037
H 2.6819 0.3815 0.8842
H 0.0892 -2.2512 1.0085
H 1.9341 -2.0125 1.0561
H -1.3236 -1.0901 -0.6319
H -1.8300 2.0045 -0.7756
H -2.6486 0.7578 -1.8707
*
```

HOMO energy: -8.5 eV
SMILES: C=C(N)O[C@H]1CO1
HOMO-LUMO gap: 9.551 eV

---

(7)
One molecule with the formula C4H7NO2. Source: OMol25; level of theory: ωB97M-V/def2-TZVPD.

Structure (ORCA input):
```
! wB97M-V def2-TZVPD RIJCOSX def2/J DEFGRID3
* xyz 0 1
C -0.5621 1.2819 -1.8029
C -0.6333 0.3061 -0.6553
C 0.5621 0.2602 0.3021
N 0.2323 -0.4532 1.5063
C 0.5603 -1.7730 1.6730
O 0.0091 -2.5247 2.4431
O -1.5971 -0.3982 -0.4576
H -0.1477 2.2401 -1.4733
H -1.5656 1.4256 -2.2073
H 0.0875 0.8935 -2.5958
H 1.4275 -2.0722 1.0503
H 0.8985 1.2826 0.5188
H 1.4048 -0.2375 -0.1984
H -0.6763 -0.2311 1.8970
*
```

HOMO energy: -9.9 eV
SMILES: CC(=O)CNC=O
HOMO-LUMO gap: 10.531 eV

---

(8)
One molecule with the formula C4H7NO2. Source: OMol25; level of theory: ωB97M-V/def2-TZVPD.

Structure (ORCA input):
```
! wB97M-V def2-TZVPD RIJCOSX def2/J DEFGRID3
* xyz 0 1
C -1.8467 0.6479 -0.0365
C -0.7462 -0.1831 0.5764
O -0.3737 -1.2222 -0.3025
C 1.0421 -1.2484 -0.3617
C 1.3943 0.1841 -0.0608
N 2.3681 0.8660 -0.4737
O 0.4019 0.6499 0.7459
H -2.1550 1.4340 0.6587
H -2.7070 0.0254 -0.2930
H -1.4557 1.1126 -0.9471
H -1.0099 -0.5904 1.5625
H 1.3648 -1.5756 -1.3505
H 1.4624 -1.9193 0.4026
H 2.2605 1.8190 -0.1204
*
```

HOMO energy: -10.2 eV
SMILES: [H]/N=C1/CO[C@H](C)O1
HOMO-LUMO gap: 11.118 eV

---

(9)
One molecule with the formula C4H7NO2 in a non-equilibrium geometry. Source: OMol25; level of theory: ωB97M-V/def2-TZVPD.

Structure (ORCA input):
```
! wB97M-V def2-TZVPD RIJCOSX def2/J DEFGRID3
* xyz 0 1
O -1.3070 -0.7699 1.0468
C -0.0064 -0.8337 0.4540
C -0.1653 -0.8718 -1.0777
O -0.2484 0.4626 -1.5812
C -0.0337 1.5029 -0.7381
N 0.6177 1.5993 0.3375
C 0.9648 0.3644 1.0040
H -1.8517 -0.0606 0.6732
H 0.3767 -1.7904 0.7985
H 0.6433 -1.4224 -1.5747
H -1.1040 -1.3489 -1.4212
H -0.6051 2.3543 -1.0775
H 2.0825 0.3310 1.1143
H 0.6366 0.4832 2.0420
*
```

HOMO energy: -9.4 eV
SMILES: O[C@@H]1CN=COC1
HOMO-LUMO gap: 10.227 eV

---

(10)
One molecule with the formula C4H7NO2. Source: OMol25; level of theory: ωB97M-V/def2-TZVPD.

Structure (ORCA input):
```
! wB97M-V def2-TZVPD RIJCOSX def2/J DEFGRID3
* xyz 0 1
C -1.6401 0.0709 -0.6046
C -0.8293 0.1522 0.6610
N -0.8549 1.0309 1.5655
O 0.0479 -0.9048 0.7532
C 1.4205 -0.5927 0.6003
C 1.6761 -0.1972 -0.8451
O 2.3521 0.7398 -1.1879
H -2.5989 0.5860 -0.5170
H -1.0703 0.5407 -1.4171
H -1.8002 -0.9755 -0.8722
H -1.5741 1.7235 1.3564
H 1.7589 0.1956 1.2789
H 1.9567 -1.5241 0.8139
H 1.1554 -0.8454 -1.5853
*
```

HOMO energy: -10.0 eV
SMILES: [H]/N=C(\C)OCC=O
HOMO-LUMO gap: 10.770 eV

---

(11)
One molecule with the formula C4H7NO2 in a non-equilibrium geometry. Source: OMol25; level of theory: ωB97M-V/def2-TZVPD.

Structure (ORCA input):
```
! wB97M-V def2-TZVPD RIJCOSX def2/J DEFGRID3
* xyz 0 1
O -2.1924 -0.4044 0.0590
C -0.8382 -0.2036 0.0049
C 0.1409 -1.0572 -0.7937
N 1.0589 0.1208 -0.5414
C -0.1224 1.0467 -0.5475
C 1.5819 0.1414 0.7570
O 1.6861 1.1397 1.4352
H -2.5322 0.3839 0.4978
H -0.3047 -0.2893 1.0486
H 0.3444 -1.9995 -0.2821
H 0.0444 -1.2518 -1.8774
H -0.0524 1.8274 0.2059
H -0.3094 1.4923 -1.5393
H 1.9440 -0.8446 1.1057
*
```

HOMO energy: -9.9 eV
SMILES: O=CN1CC(O)C1
HOMO-LUMO gap: 10.526 eV

---

(12)
One molecule with the formula C4H7NO2 in a non-equilibrium geometry. Source: OMol25; level of theory: ωB97M-V/def2-TZVPD.

Structure (ORCA input):
```
! wB97M-V def2-TZVPD RIJCOSX def2/J DEFGRID3
* xyz 0 1
C 1.6960 0.2640 0.0591
C 0.2837 0.8413 -0.0419
C -0.5534 0.0543 -1.0604
N -1.0918 -0.9059 -0.1283
C -1.2309 -0.4700 1.1703
O -1.8513 -1.0170 2.0472
O -0.5062 0.6438 1.3032
H 1.5981 -0.8298 0.1324
H 2.1836 0.6424 0.9533
H 2.3675 0.4486 -0.7972
H -0.0022 1.8484 0.1733
H 0.0245 -0.4688 -1.8430
H -1.3117 0.6652 -1.5716
H -1.6058 -1.7165 -0.3965
*
```

HOMO energy: -9.9 eV
SMILES: C[C@H]1CNC(=O)O1
HOMO-LUMO gap: 10.640 eV

---

(13)
One molecule with the formula C4H7NO2 in a non-equilibrium geometry. Source: OMol25; level of theory: ωB97M-V/def2-TZVPD.

Structure (ORCA input):
```
! wB97M-V def2-TZVPD RIJCOSX def2/J DEFGRID3
* xyz 0 1
C 0.0145 -1.4965 0.3327
C -1.1248 -0.7453 -0.3256
C -0.9664 0.6759 -0.4476
C 1.3076 0.4837 0.2502
N 1.1505 -0.8923 0.4276
O -1.6141 1.3438 0.5227
O 2.4238 0.8909 -0.4290
H -0.1264 -2.5346 0.6561
H -1.2620 -1.1708 -1.3650
H -1.9285 -1.0591 0.3287
H -0.7954 1.1666 -1.3104
H 0.9904 1.1960 1.0516
H -1.1363 2.0185 0.9765
H 3.0670 0.1230 -0.6684
*
```

HOMO energy (spin up / spin down): -6.9 / -6.9 eV
HOMO-LUMO gap (spin up / spin down): 7.416 / 7.421 eV

---

(14)
A 2-piece molecular cluster, C4H7NO2 overall. Source: OMol25; level of theory: ωB97M-V/def2-TZVPD.

Structure (ORCA input):
```
! wB97M-V def2-TZVPD RIJCOSX def2/J DEFGRID3
* xyz 0 1
O -0.3122 -2.6514 0.0308
N -0.5298 -1.9305 1.1940
C -0.2728 -0.7081 1.0351
C -0.2828 0.6073 1.6334
C 0.1343 0.3967 0.1504
C -0.8283 0.8392 -0.8948
O -0.5021 1.2408 -1.9858
H -0.5351 -3.5531 0.2985
H 0.5083 0.8882 2.3230
H -1.2426 1.0874 1.8176
H 1.1866 0.5103 -0.1037
H 2.7647 1.3396 -2.5032
H -1.8989 0.7801 -0.5959
H 2.0210 1.3305 -2.4606
*
```

HOMO energy: -10.0 eV
SMILES: O=C[C@H]1C/C1=N/O.[H][H]
HOMO-LUMO gap: 10.751 eV

---

(15)
C4H7NO2 as an isolated structure. Source: OMol25; level of theory: ωB97M-V/def2-TZVPD.

Structure (ORCA input):
```
! wB97M-V def2-TZVPD RIJCOSX def2/J DEFGRID3
* xyz 0 1
N 1.4685 -0.2144 1.7530
C 0.4549 -0.5658 0.9633
O 0.4385 -1.7292 0.3986
C -0.7752 0.1199 0.6618
C -0.9195 0.7192 -0.7084
C -0.1953 0.2832 -1.9054
O -1.5677 -0.0332 -1.7430
H 2.1745 -0.8916 2.0000
H 1.5543 0.7288 2.0932
H -1.1897 0.7473 1.4504
H -0.7220 -1.3697 0.2725
H -1.2452 1.7615 -0.7081
H 0.4869 -0.5642 -1.8403
H 0.0372 1.0082 -2.6876
*
```

HOMO energy: -8.2 eV
HOMO-LUMO gap: 8.830 eV

---

(16)
One molecule with the formula C4H7NO2. Source: OMol25; level of theory: ωB97M-V/def2-TZVPD.

Structure (ORCA input):
```
! wB97M-V def2-TZVPD RIJCOSX def2/J DEFGRID3
* xyz 0 1
C -1.8394 0.7904 -0.0344
C -0.7819 -0.2476 0.3557
O -0.2471 -1.1359 -0.6264
C 1.1473 -1.3474 -0.2131
C 1.3963 0.0901 0.0179
N 2.2421 0.7942 -0.5851
O 0.3531 0.5169 0.8049
H -2.1234 1.3040 0.8978
H -2.7557 0.3713 -0.4582
H -1.4418 1.5575 -0.7062
H -1.1876 -0.8716 1.1634
H 1.7733 -1.7674 -1.0069
H 1.3001 -1.9356 0.7159
H 2.0432 1.7759 -0.4100
*
```

HOMO energy: -10.2 eV
SMILES: [H]/N=C1/CO[C@H](C)O1
HOMO-LUMO gap: 11.143 eV

---

(17)
A 2-piece molecular cluster, C4H7NO2 overall in a non-equilibrium geometry. Source: OMol25; level of theory: ωB97M-V/def2-TZVPD.

Structure (ORCA input):
```
! wB97M-V def2-TZVPD RIJCOSX def2/J DEFGRID3
* xyz 0 1
C -0.6049 1.2820 -0.8976
C 0.2280 0.0544 -0.6764
C 2.2724 0.5584 1.1808
O 2.3242 1.6932 1.1673
C -0.1404 -0.9642 0.1189
O 0.7143 -1.9374 0.5428
N -1.4079 -1.1202 0.6653
H -1.3192 1.4162 -0.0767
H 0.0349 2.1725 -0.9172
H -1.1692 1.2706 -1.8385
H 1.2009 -0.0090 -1.1539
H 1.5599 -1.4949 0.7199
H -2.1645 -0.9158 0.0285
H -1.5284 -2.0059 1.1367
*
```

HOMO energy: -7.9 eV
HOMO-LUMO gap: 8.891 eV

---

(18)
A 3-piece molecular cluster, C4H7NO2 overall in a non-equilibrium geometry. Source: OMol25; level of theory: ωB97M-V/def2-TZVPD.

Structure (ORCA input):
```
! wB97M-V def2-TZVPD RIJCOSX def2/J DEFGRID3
* xyz 0 1
C -1.2257 -1.2047 0.1789
C -0.9399 -1.1503 -1.2940
C 0.4768 2.1605 0.1043
N 0.6745 1.5044 1.1732
C 2.6119 -0.6825 0.6494
O 1.9798 -1.5510 0.2790
O -0.3249 -0.2697 -1.8523
H -0.6641 -0.4365 0.7205
H -0.9793 -2.2006 0.5645
H -2.3031 -1.0605 0.3343
H -1.3534 -1.9916 -1.8908
H -0.1259 1.7039 -0.6820
H 0.8948 3.1541 -0.0982
H 1.2785 2.0244 1.8131
*
```

HOMO energy: -9.8 eV
HOMO-LUMO gap: 10.992 eV

---

(19)
One molecule with the formula C4H7NO2. Source: OMol25; level of theory: ωB97M-V/def2-TZVPD.

Structure (ORCA input):
```
! wB97M-V def2-TZVPD RIJCOSX def2/J DEFGRID3
* xyz 0 1
C 0.9695 -1.5241 -0.7748
C -0.2564 -0.9172 -0.1514
N -1.4445 -0.9018 -0.5837
O 0.0843 -0.2446 0.9858
C -0.5818 0.9918 1.1936
C 0.1424 2.0218 0.3421
O -0.3491 3.0295 -0.0948
H 0.7353 -2.4127 -1.3637
H 1.4075 -0.7700 -1.4409
H 1.7115 -1.7605 -0.0101
H -1.5189 -1.4449 -1.4412
H -1.6423 0.9459 0.9372
H -0.4621 1.2406 2.2532
H 1.2047 1.7462 0.1486
*
```

HOMO energy: -9.9 eV
SMILES: [H]/N=C(\C)OCC=O
HOMO-LUMO gap: 10.717 eV

---

Sequential total energy output: -7795.509; -7798.183; -7795.657; -7796.020; -9844.084; -9844.556; -9846.575; -9846.053; -9845.049; -9845.430; -9844.437; -9846.287; -9842.574; -9842.244; -9843.005; -9845.460; -9845.821; -9845.002; -9845.656 eV
Sequential energy above the lowest of the compared OMol25 structures with the same formula, charge and spin output: 399.05; 141.02; 384.76; 349.66; 203.65; 262.83; 67.98; 118.37; 215.19; 178.45; 274.31; 95.79; 454.01; 485.86; 412.44; 175.61; 140.74; 219.81; 156.67 kJ/mol